Here is a structure of composition C30H31F2InN2O5PS2Si from the Open Molecules 2025 dataset. Energies are from ωB97M-V with the def2-TZVPD basis set.

## Properties
Total energy = -94228.1264 eV
HOMO energy = -15.8 eV
Molar mass = 775.595 g/mol
Net charge = +3
Gap between HOMO and LUMO = 1.50 eV
2S+1 = 1

Cartesian coordinates (Å):
C1 -3.1831 5.3947 -1.5457
C2 -1.9346 5.2655 -0.5595
O1 -2.1958 5.2621 0.6870
O2 -0.5647 5.1729 -0.9480
C3 0.0025 3.8813 -0.6121
C4 1.4037 3.5568 -1.3279
C5 1.5755 4.1595 -2.8074
C6 1.6355 3.0613 -3.9845
C7 0.6197 1.8369 -3.8121
C8 -0.7900 2.0159 -3.5495
N1 -1.4056 3.3514 -3.4191
C9 -1.5312 3.8682 -4.6167
S1 -1.3697 4.8815 -5.9334
C10 -1.7902 0.7595 -3.3317
O3 -2.9706 0.7803 -3.7485
C11 -1.1076 -0.5056 -2.5879
C12 -1.8975 -1.4417 -1.5942
O4 -3.2981 -1.0809 -1.4009
C13 -4.0704 -1.7624 -2.3990
N2 -4.4604 -2.1321 -3.5072
C14 -1.2170 -2.6486 -0.8360
C15 -2.0203 -3.5808 0.1809
F1 -1.6205 -4.9750 0.0999
F2 -3.4449 -3.6014 -0.0983
C16 -1.8917 -3.1725 1.7335
C17 -0.7003 -2.1437 2.0785
Si1 -0.3064 -2.2457 3.9912
C18 -1.8216 -1.8776 5.0963
C19 0.4203 -4.0270 4.2580
C20 1.1839 -1.0408 4.2633
C21 2.4887 -1.5903 5.0359
C22 3.7124 -0.6183 5.2188
C23 3.7293 0.8376 4.6764
C24 2.4004 1.3633 3.9366
C25 1.1503 0.4364 3.7326
C26 0.3263 -2.8301 -1.1567
P1 1.3801 -4.1933 -0.3144
S2 1.5203 -5.6673 -1.5806
C27 1.1171 -1.8998 -2.1543
C28 2.6903 -2.1458 -2.3873
C29 0.4315 -0.7192 -2.8965
C30 1.1482 0.3072 -3.9000
O5 2.0265 0.0124 -4.7417
H1 -3.9886 4.5842 -1.3594
H2 -3.7382 6.4000 -1.3881
H3 -2.9206 5.3479 -2.6555
H4 -0.7142 2.9958 -0.8250
H5 0.1492 3.8719 0.5396
H6 2.2294 3.9913 -0.6393
H7 1.5514 2.4080 -1.2733
H8 2.6004 4.7012 -2.8206
H9 0.8059 4.9571 -3.0943
H10 2.6989 2.6446 -4.0670
H11 1.3987 3.5968 -4.9774
H12 -1.8764 -4.0849 2.4447
H13 -2.8777 -2.6189 1.9921
H14 0.2946 -2.3544 1.5586
H15 -1.0914 -1.0694 1.9205
H16 -2.5797 -2.7408 4.9535
H17 -1.4681 -1.9762 6.1977
H18 -2.2910 -0.8459 4.9482
H19 1.4230 -4.0774 3.6730
H20 0.6527 -4.1899 5.3652
H21 -0.2726 -4.8280 3.8211
H22 2.5177 -2.6622 5.4408
H23 4.6386 -1.0378 5.7541
H24 4.6350 1.5310 4.7914
H25 2.4396 2.4517 3.5816
H26 0.2413 0.8676 3.1949
H27 0.7522 -4.5986 0.9057
H28 2.6991 -3.6851 0.0222
H29 3.2407 -2.1432 -1.3648
H30 2.8526 -3.2109 -2.8078
H31 3.1962 -1.3410 -3.0169
In1 -2.5695 -3.1896 -4.0530

Atomic forces in eV per Å
C -0.212 0.421 -0.872
C -1.440 0.034 4.443
O 1.312 -0.222 -5.108
O -1.912 -0.954 -0.603
C 0.297 -1.517 1.384
C 0.096 0.802 0.722
C 0.714 0.034 -0.203
C -0.129 -0.386 -0.324
C -2.626 -0.302 1.101
C 2.480 -1.250 0.193
N -0.094 -0.631 -5.323
C 1.554 2.155 0.819
S -0.853 -3.259 3.770
C -1.509 0.619 -1.026
O 4.297 -0.412 1.875
C 1.765 -1.668 0.955
C 3.468 -0.433 -0.776
O -1.007 -2.961 -2.743
C 0.293 1.312 -3.133
N 1.083 2.113 6.934
C 1.420 2.275 -2.876
C -1.097 -1.396 1.481
F -0.414 3.093 -0.524
F 3.205 0.248 -0.133
C -0.539 0.901 0.457
C -0.578 0.497 0.158
Si -0.036 -1.359 -0.255
C -0.205 -0.200 1.134
C 0.713 0.360 -0.238
C 1.720 2.883 -0.058
C 1.958 4.320 -0.753
C -2.294 0.019 -1.199
C -2.764 -3.202 0.105
C -1.374 -3.001 0.485
C 4.144 -0.122 1.747
C -1.486 2.569 -0.755
P -0.394 0.280 -0.536
S -0.068 -0.077 -0.244
C -1.507 0.851 -0.176
C -0.363 -0.480 0.933
C -2.589 -2.445 2.714
C 1.160 1.031 -1.933
O -3.131 0.491 3.577
H 1.697 1.171 0.072
H 1.237 -1.606 0.065
H -0.066 0.066 1.656
H 0.747 1.652 0.048
H -0.116 -0.040 -1.848
H -1.318 -0.595 -1.306
H -0.346 1.790 -0.298
H -1.739 -0.925 -0.162
H 0.938 -1.271 0.845
H -1.626 0.425 0.057
H 0.396 -0.926 1.435
H 0.030 1.138 -1.725
H 1.598 -0.943 -0.554
H -1.472 0.486 0.483
H 0.924 -1.587 -0.283
H 1.097 1.501 0.024
H -0.593 0.295 -1.762
H 0.560 -1.557 0.166
H -1.567 -0.064 0.944
H -0.472 -0.182 -1.542
H 1.007 1.047 0.940
H -0.017 1.851 -0.670
H -1.598 0.844 -0.908
H -1.473 -1.206 -0.137
H -0.334 -1.816 0.501
H 1.431 -0.786 0.928
H 0.242 0.632 -0.418
H -1.186 0.083 0.030
H -1.011 0.117 -1.575
H -0.276 1.850 0.381
H -1.049 -1.264 0.654
In 1.295 -1.213 -1.236